1.
Molecular formula: C3H11NS
Method: DFT, wB97M-V/def2-TZVPD

Computed properties:
- ΔE to the lowest compared entry with this formula, charge and spin (eV) = 3.4014
- highest occupied orbital energy (eV) = -8.60
- E_LUMO (eV) = -1.650

Positions of all 16 atoms, in Å:
S -0.07760 0.05284 2.19232
H 0.88934 0.03981 3.08487
C -1.59115 0.88683 -0.67816
C -0.49296 0.36457 -1.59327
N 0.28989 -0.67290 -0.91774
C 1.64093 -0.89206 -1.43349
H -1.17658 1.42020 0.18065
H -2.30552 1.58026 -1.13888
H -2.16858 0.06560 -0.22226
H -0.96818 -0.09758 -2.49964
H 0.18516 1.17814 -1.89972
H 0.36920 -0.48526 0.06520
H 1.11926 0.97822 0.76850
H 1.56562 -1.27145 -2.43940
H 2.10044 -1.69121 -0.85217
H 2.26130 -0.00791 -1.47059


2.
Molecular formula: C3H11NS
Method: DFT, wB97M-V/def2-TZVPD

Computed properties:
- ΔE to the lowest compared entry with this formula, charge and spin (eV) = 2.9051
- highest occupied orbital energy (eV) = -9.07
- E_LUMO (eV) = -0.673

Positions of all 16 atoms, in Å:
S -0.58285 -2.10852 1.78818
H -0.98543 -2.05570 3.09510
C -0.73663 1.24759 0.95575
C -0.18312 0.97447 -0.43012
N 0.69433 -0.20764 -0.51345
C 0.93132 -0.61151 -1.89027
H 0.06299 1.12274 1.69515
H -1.18108 2.22521 0.98963
H -1.50152 0.50274 1.25700
H -1.04830 0.92507 -1.14837
H 0.36596 1.84071 -0.76367
H 0.24223 -0.97758 0.01446
H 0.81638 -0.72024 1.72920
H 0.01338 -0.80119 -2.47209
H 1.55298 -1.52063 -1.88980
H 1.53934 0.16448 -2.41670


3.
Molecular formula: C3H11O
Method: DFT, wB97M-V/def2-TZVPD

Computed properties:
- total charge = +2
- ΔE to the lowest compared entry with this formula, charge and spin (eV) = 1.2245
- highest occupied orbital energy (alpha / beta) (eV) = -22.09 / -21.90
- 2S+1 = 2
- E_LUMO (alpha / beta) (eV) = -8.796 / -15.221

Positions of all 15 atoms, in Å:
O -1.50718 -0.00975 -2.39525
H -1.98336 -0.86465 -2.44866
H -1.43745 0.46469 -3.26142
H -0.84162 0.32635 -1.77207
C -0.67085 -0.50588 1.07929
C 0.47725 0.15926 0.35330
C 1.75783 0.29527 1.10502
H -1.48220 -0.84130 0.43180
H -1.14101 0.34811 1.63280
H -0.39411 -1.26615 1.82095
H 0.15936 1.20602 0.08328
H 0.80244 -0.39136 -0.57158
H 2.58808 0.47322 0.40849
H 1.75451 1.21561 1.83448
H 1.91831 -0.60946 1.69955


4.
Molecular formula: C3H11O2S
Method: DFT, wB97M-V/def2-TZVPD

Computed properties:
- total charge = -1
- ΔE to the lowest compared entry with this formula, charge and spin (eV) = 0.8044
- highest occupied orbital energy (eV) = -2.85
- E_LUMO (eV) = 3.822

Positions of all 17 atoms, in Å:
C 0.57182 -1.59253 0.51589
C 1.81224 -0.80260 0.98068
C 2.23190 0.18873 -0.11138
S 0.82089 1.31014 -0.54392
H 0.56569 -1.59985 -0.56554
H 0.49940 -2.63764 1.01773
H -0.29759 -1.05018 0.86955
H 2.59064 -1.58091 1.15889
H 1.81711 -0.43040 1.98927
H 3.07672 0.86290 0.05634
H 2.55597 -0.47825 -0.94705
H -3.32919 0.61930 -0.71268
H -3.81749 1.25667 0.52069
O -3.87379 0.40216 0.07047
H -1.26983 1.66536 -0.79042
H -1.89413 1.89503 -2.22405
O -2.06035 1.97206 -1.28446


5.
Molecular formula: C3H11O3
Method: DFT, wB97M-V/def2-TZVPD

Computed properties:
- total charge = -1
- ΔE to the lowest compared entry with this formula, charge and spin (eV) = 1.1368
- highest occupied orbital energy (eV) = -3.72
- E_LUMO (eV) = 4.161

Positions of all 17 atoms, in Å:
C -0.43114 -0.36616 1.16912
O 0.89125 -0.28240 0.56882
C -1.36984 0.72402 0.69369
C -1.16354 0.90436 -0.84872
H -0.88567 -1.32973 0.84395
H -0.44848 -0.27554 2.30453
H -2.44174 0.56997 1.05946
H -1.11275 1.69676 1.11350
H -0.63772 0.01920 -1.22990
H -2.06266 0.91889 -1.51721
H -0.51043 1.74540 -1.19249
H 1.71206 0.72942 -0.46249
H 1.43085 1.86385 -1.55547
O 2.14308 1.53211 -0.95513
H 1.31880 -2.09414 -0.10231
H 1.60419 -3.44240 0.43494
O 1.96375 -2.91359 -0.32428


6.
Molecular formula: C3H11O3Si2
Method: DFT, wB97M-V/def2-TZVPD

Computed properties:
- total charge = -1
- highest occupied orbital energy (eV) = -3.04
- E_LUMO (eV) = 3.479

Positions of all 19 atoms, in Å:
Si 1.93962 -0.96219 0.21784
O 2.25331 0.69696 0.02906
Si 1.00466 1.57023 -0.58686
C -0.40545 1.71487 0.63749
C -1.28336 0.44167 0.66563
C -1.61753 -0.22354 -0.59276
O -2.58900 0.54895 0.20011
H 1.37232 -1.11817 1.57573
H 3.17255 -1.76208 0.07148
H 0.89757 -1.32424 -0.75123
H 1.52761 2.93882 -0.86949
H 0.56428 1.05009 -1.89110
H -1.09491 2.52591 0.41702
H -0.03284 1.79149 1.65719
H -1.11935 -0.22099 1.50531
H -1.74535 -1.29512 -0.53473
H -1.58119 0.33226 -1.51127
O -0.25188 -3.05344 -0.09950
H -1.01105 -3.65149 -0.13992


7.
Molecular formula: C3H12BINOP
Method: DFT, wB97M-V/def2-TZVPD

Computed properties:
- highest occupied orbital energy (eV) = -6.86
- E_LUMO (eV) = -1.008

Positions of all 20 atoms, in Å:
C -1.66148 -1.51029 -1.41728
C -1.14257 -0.04342 -1.25996
N 0.27895 0.08199 -1.59889
P 1.28420 -0.55017 -0.41705
B 1.04822 0.03928 1.43335
C 0.86208 1.48735 2.01859
O 1.10106 -1.02789 2.35167
H -2.35677 -1.79644 -0.63023
H -2.20036 -1.57320 -2.36618
H -0.81357 -2.19288 -1.51670
H -1.41785 0.35827 -0.27938
H -1.68961 0.54838 -1.99304
H 0.54498 1.02004 -1.88412
H 1.16494 -1.95812 -0.48979
H 2.62229 -0.26182 -0.77636
H -0.06779 2.09360 1.59000
H 0.73650 1.37088 3.10961
H 1.76098 2.08555 1.85171
H 0.24019 -1.44301 2.44246
I -0.29439 3.27190 -0.16842


8.
Molecular formula: C3H12BNO5PS
Method: DFT, wB97M-V/def2-TZVPD

Computed properties:
- total charge = -1
- highest occupied orbital energy (eV) = -3.83
- E_LUMO (eV) = 2.389

Positions of all 24 atoms, in Å:
C -1.12513 -1.29957 -1.58927
C -1.13545 0.18025 -1.81203
N 0.24041 0.64556 -2.05077
P 1.26984 0.58205 -0.66768
B 0.62816 1.37865 0.97514
C -0.14933 2.74355 1.11203
O 0.94792 0.66558 2.04544
H -1.78820 -1.57526 -0.78906
H -1.43780 -1.83984 -2.47389
H -0.09428 -1.56035 -1.41518
H -1.66981 0.67071 -0.99777
H -1.70557 0.39317 -2.70783
H 0.25147 1.52704 -2.53257
H 1.63644 -0.79108 -0.37641
H 2.46171 1.23325 -1.04621
H -1.06829 2.72517 0.53277
H -0.39864 2.90363 2.14868
H 0.47859 3.57408 0.79666
H 0.31941 -0.11907 2.21313
O -0.49990 -1.28820 1.97582
S 0.47356 -2.42980 1.74223
O -0.15822 -3.39678 0.81549
O 0.81765 -3.06587 3.02176
O 1.70548 -1.85685 1.07955


9.
Molecular formula: C3H12ClN2PSSi
Method: DFT, wB97M-V/def2-TZVPD

Computed properties:
- ΔE to the lowest compared entry with this formula, charge and spin (eV) = 1.2764
- highest occupied orbital energy (alpha / beta) (eV) = -8.12 / -8.11
- E_LUMO (alpha / beta) (eV) = -0.630 / -0.627

Positions of all 21 atoms, in Å:
C -0.28934 2.31862 0.38425
C -1.47897 -0.62091 1.54314
C -1.96256 0.55393 -1.46294
N 0.81514 -1.74955 -0.87553
N 1.16000 -2.97845 -0.61668
Si -0.75726 0.52725 -0.00127
P 1.39930 -0.47292 -0.06417
S 2.52224 -1.10378 1.42539
Cl 3.64308 2.32592 0.09879
H 0.08614 2.78146 -0.54412
H -1.32777 2.87166 0.53132
H 0.63601 2.44222 0.98846
H -0.49342 -1.17764 1.81015
H -1.72246 0.18284 2.31202
H -2.28208 -1.31059 1.09988
H -2.85989 0.95870 -1.20863
H -1.54753 0.84375 -2.39958
H -2.10948 -0.45611 -1.79144
H 1.03143 -3.61996 -1.32847
H 2.01674 -3.27731 -0.10473
H 3.52070 0.96086 0.20415


10.
Molecular formula: C3H12F9O15S3Y
Method: DFT, wB97M-V/def2-TZVPD

Computed properties:
- total charge = +1
- ΔE to the lowest compared entry with this formula, charge and spin (eV) = 0.7870
- highest occupied orbital energy (alpha / beta) (eV) = -12.18 / -11.71
- 2S+1 = 2
- E_LUMO (alpha / beta) (eV) = -4.412 / -7.132

Positions of all 43 atoms, in Å:
Y -9.31203 8.58773 1.45667
C -7.31617 5.81264 -2.08299
F -7.00342 5.66219 -3.35416
F -7.40918 4.68805 -1.43045
F -6.41528 6.55610 -1.48113
S -8.92552 6.76884 -1.83498
O -10.09418 5.82000 -1.87045
O -8.74619 7.31380 -0.44036
O -8.92188 7.75647 -2.91965
C -13.57451 9.47896 -0.84512
F -13.73439 9.23103 0.40876
F -14.50701 8.92691 -1.54206
F -13.65398 10.75430 -1.03001
S -11.84811 8.88059 -1.44228
O -11.39470 9.92009 -2.38919
O -11.02371 8.78368 -0.22356
O -11.96051 7.56348 -2.08760
C -11.22684 4.10042 1.86888
F -10.15662 3.76402 1.17882
F -12.12548 3.21172 1.59963
F -10.96669 4.09306 3.17476
S -11.89886 5.83728 1.24539
O -12.24774 5.68425 -0.21013
O -13.10754 6.13703 2.01131
O -10.83439 6.78770 1.50461
O -7.84715 6.83362 2.21575
H -7.55560 6.02247 1.79949
H -7.35949 6.86981 3.03862
O -8.30828 10.33394 2.81301
H -7.48741 10.80572 2.95382
H -8.91411 10.71070 3.45118
O -9.67043 7.95121 3.81072
H -9.11732 7.25206 4.15925
H -10.33120 8.09477 4.48822
O -9.32821 10.55105 -0.06898
H -8.75835 10.96979 -0.71408
H -10.11791 11.09189 -0.05941
O -6.96817 9.16544 0.88154
H -6.68562 10.03744 1.15728
H -6.24327 8.83488 0.35100
O -10.93327 10.09502 2.38653
H -11.25542 10.97216 2.17894
H -11.22824 9.93705 3.28334


11.
Molecular formula: C3H12KN2O
Method: DFT, wB97M-V/def2-TZVPD

Computed properties:
- total charge = +1
- ΔE to the lowest compared entry with this formula, charge and spin (eV) = 4.6934
- highest occupied orbital energy (eV) = -8.86
- E_LUMO (eV) = -4.536

Positions of all 19 atoms, in Å:
K -1.93286 -0.23286 0.93616
C -4.02497 0.21198 2.68950
O -3.45269 -0.82142 2.05845
H -4.88444 -0.06792 3.31472
H -4.40437 0.99953 1.97946
H -3.29437 0.72879 3.37944
N 2.49171 -0.00680 -2.25676
C 2.49792 -0.41017 -0.81866
C 1.04745 -0.51322 -0.30808
N 0.23467 0.64927 -0.54635
H 3.44438 0.08031 -2.63206
H 2.01203 0.90251 -2.34316
H 1.97687 -0.69852 -2.81940
H 3.04946 0.34122 -0.25063
H 2.99994 -1.37182 -0.71148
H 1.11281 -0.68838 0.76806
H 0.56325 -1.37934 -0.76502
H -0.05786 0.77288 -1.50685
H 0.62108 1.50396 -0.16734


12.
Molecular formula: C3H12N2
Method: DFT, wB97M-V/def2-TZVPD

Computed properties:
- ΔE to the lowest compared entry with this formula, charge and spin (eV) = 1.8924
- highest occupied orbital energy (eV) = -8.59
- E_LUMO (eV) = 1.075

Positions of all 17 atoms, in Å:
C 1.59901 -0.31782 1.38536
N 2.11054 -0.68290 0.00650
H 0.58892 -0.04023 1.53146
H 2.30367 0.43622 1.81252
H 1.70244 -1.29715 1.92487
H 1.35777 -0.65123 -0.63866
H 2.87708 -0.12076 -0.13788
C -2.00541 -0.71082 -0.36053
N -1.00596 0.03776 -1.14101
C -0.66849 1.33958 -0.52432
H -1.51340 -1.00045 0.60925
H -2.99727 -0.22386 -0.33821
H -2.04769 -1.73367 -0.87496
H -1.20617 0.12755 -2.16057
H 0.54732 1.29894 -0.37936
H -0.95845 1.48265 0.52855
H -0.68392 2.05621 -1.24301


What is the formula in the ninth record?
C3H12ClN2PSSi